(1)
{"formula": "C19H28BaNPTe", "method": "ωB97M-V/def2-TZVPD", "species": ["Ba", "Te", "P", "N", "C", "C", "C", "C", "C", "C", "C", "C", "C", "C", "C", "C", "C", "C", "C", "C", "C", "C", "C", "H", "H", "H", "H", "H", "H", "H", "H", "H", "H", "H", "H", "H", "H", "H", "H", "H", "H", "H", "H", "H", "H", "H", "H", "H", "H", "H", "H"], "positions_angstrom": [[-0.988, -1.236, 0.228], [0.122, 1.869, 1.797], [1.898, -0.435, -0.571], [-2.075, -1.296, -2.296], [0.532, 3.557, -3.406], [-0.172, -0.231, 6.166], [-1.104, 1.280, 4.495], [0.079, 1.082, 3.721], [3.394, -1.153, 0.177], [1.857, -1.402, -2.122], [1.631, 2.926, -2.774], [2.568, 1.140, -1.277], [1.016, -0.378, 5.433], [-2.221, 0.016, -1.716], [-2.379, 1.452, -2.206], [-1.216, 0.596, 5.731], [1.418, 1.827, -1.964], [0.107, 1.380, -1.757], [-0.972, 1.999, -2.361], [1.159, 0.302, 4.202], [-0.737, 3.070, -3.181], [-1.741, -1.097, -3.804], [-3.049, -2.435, -2.188], [3.643, -0.590, 1.088], [-3.020, 1.551, -3.090], [3.167, -2.197, 0.442], [-0.687, -1.303, -3.925], [-2.316, -1.699, -4.443], [-0.634, -3.063, 2.113], [1.554, -2.435, -1.903], [-3.417, -2.770, -3.187], [2.058, 0.245, 3.591], [1.829, -0.985, 5.816], [2.871, -1.394, -2.546], [-1.860, 1.935, 4.103], [-2.898, 1.995, -1.352], [3.399, 0.883, -1.967], [0.265, -2.533, 2.270], [-2.522, -3.310, -1.756], [1.159, -0.963, -2.844], [-3.947, -2.268, -1.592], [2.672, 3.294, -2.918], [-2.101, 0.743, 6.340], [-2.932, -0.136, -0.810], [-1.882, -0.058, -4.136], [0.713, 4.435, -4.040], [-0.275, -0.764, 7.134], [4.225, -1.112, -0.543], [-1.617, 3.555, -3.679], [-1.089, 0.123, -1.810], [2.979, 1.734, -0.440]], "atomic_forces_ev_per_a": [[1.455, 1.567, 0.129], [-0.226, -0.232, -0.981], [-0.210, 0.192, 0.002], [-1.482, -2.203, -4.388], [1.271, 0.076, 0.299], [0.058, -0.342, 0.590], [1.711, -1.464, 0.834], [-0.450, -0.171, 0.793], [0.336, -0.061, -0.062], [0.235, -0.271, -0.317], [0.299, 0.849, -0.644], [0.002, -0.444, 0.480], [-0.403, 0.776, -0.690], [-1.929, 0.211, 1.569], [-1.668, 0.014, 0.320], [0.483, 0.530, -1.081], [-0.568, 0.557, -0.098], [0.171, -1.621, 0.415], [0.725, 0.133, -0.289], [-1.206, -0.055, 0.763], [-1.339, 1.577, -1.184], [1.247, 1.033, 1.997], [0.005, 0.037, -0.534], [0.006, -0.232, -0.247], [0.224, 0.358, -0.015], [0.275, 0.259, -0.016], [0.213, -0.208, -0.276], [-0.779, -1.026, -0.577], [4.133, 2.068, 1.027], [0.138, 0.045, -0.197], [0.235, 0.271, 0.732], [-0.121, -0.128, 0.224], [-0.095, 0.001, 0.018], [-0.236, -0.247, -0.140], [-0.295, 0.070, 0.055], [0.491, -0.553, -1.047], [-0.347, 0.169, 0.307], [-3.878, -2.474, -0.420], [-0.199, 0.294, -0.152], [0.203, -0.050, 0.250], [0.069, 0.453, 0.207], [-0.896, -0.144, -0.037], [0.055, -0.123, 0.031], [1.373, 0.614, -0.975], [-0.072, -0.249, 0.435], [-0.190, -0.454, 0.225], [0.080, 0.413, -0.731], [-0.007, -0.138, 0.384], [0.884, -0.304, 0.341], [0.421, 0.737, 2.993], [-0.200, -0.112, -0.316]], "spin_multiplicity": 1, "homo_ha": -0.222, "orbital_gap_ev": 4.9, "lumo_ev": -1.14, "e_above_lowest_ev": 4.030}

(2)
{"formula": "C6H14N2", "method": "ωB97M-V/def2-TZVPD", "species": ["N", "N", "C", "C", "C", "C", "C", "C", "H", "H", "H", "H", "H", "H", "H", "H", "H", "H", "H", "H", "H", "H"], "positions_angstrom": [[-0.091, -0.402, -1.837], [0.347, 2.354, 1.196], [-0.526, -0.917, -0.333], [-0.151, -2.381, -0.207], [1.132, -0.387, 1.571], [-0.311, 1.375, 0.450], [0.026, 0.034, 0.635], [-1.095, 1.829, -0.666], [-0.601, -2.969, -1.008], [0.255, 3.295, 0.850], [2.136, -0.362, 1.116], [-0.551, -0.891, -2.601], [0.986, -1.403, 1.943], [-0.524, -2.772, 0.740], [-1.611, -0.820, -0.441], [-0.461, 0.772, -1.677], [1.283, 2.146, 1.508], [1.162, 0.238, 2.464], [-1.173, 2.906, -0.783], [0.930, -2.525, -0.231], [0.915, -0.489, -1.932], [-2.078, 1.370, -0.755]], "atomic_forces_ev_per_a": [[-0.107, -0.300, 1.088], [-0.007, -0.049, 0.067], [-0.115, 0.190, -1.672], [-0.048, 0.166, -0.012], [-0.103, -0.075, 0.045], [1.203, -0.637, -0.066], [-0.059, 0.953, 0.276], [-0.277, -0.659, -0.704], [0.025, 0.028, 0.009], [-0.067, -0.108, -0.035], [-0.059, 0.043, 0.054], [-0.031, 0.054, 0.174], [0.027, -0.044, -0.018], [0.024, 0.007, 0.027], [0.018, -0.078, 0.092], [-0.212, 0.493, 0.575], [-0.085, -0.053, 0.023], [-0.012, 0.074, -0.028], [0.070, 0.036, 0.021], [0.000, 0.005, 0.015], [-0.039, 0.016, 0.009], [-0.146, -0.062, 0.059]], "spin_multiplicity": 1, "homo_ha": -0.235, "orbital_gap_ev": 7.2, "lumo_ev": 0.80, "e_above_lowest_ev": 2.557}

(3)
{"formula": "C7H7ClN4", "method": "ωB97M-V/def2-TZVPD", "species": ["Cl", "N", "N", "N", "N", "C", "C", "C", "C", "C", "C", "C", "H", "H", "H", "H", "H", "H", "H"], "positions_angstrom": [[4.153, -0.739, -0.319], [-0.085, 0.576, -0.934], [-1.385, 0.847, -1.345], [-2.090, -0.577, 1.143], [-0.124, -0.772, 2.423], [1.495, -0.784, 0.177], [-2.280, -0.095, -1.240], [2.489, -0.134, -0.557], [0.141, -0.400, 0.031], [-0.850, -0.647, 1.195], [2.165, 0.970, -1.319], [0.902, 1.363, -1.500], [1.560, -1.585, 0.928], [0.660, 2.162, -2.072], [0.819, -0.422, 2.489], [-2.309, -1.230, -1.343], [2.944, 1.457, -1.732], [-0.694, -0.459, 3.163], [-3.287, 0.265, -1.225]], "atomic_forces_ev_per_a": [[-1.096, 0.732, -0.517], [-1.473, -0.695, -0.365], [0.568, 0.274, 0.526], [0.193, 0.084, -1.151], [0.796, -0.769, -0.835], [-0.913, 0.371, 0.002], [-0.026, -1.462, 1.639], [-0.039, -2.204, 2.037], [1.548, 0.939, -0.892], [-0.930, 0.763, -0.651], [0.093, -1.351, 1.043], [-0.735, -3.445, 2.180], [0.948, 0.379, -0.619], [-1.265, 2.146, -1.608], [-0.080, 0.268, -0.106], [1.275, 1.457, 0.303], [2.270, 1.863, -1.498], [-0.671, 0.200, 0.883], [-0.464, 0.450, -0.370]], "spin_multiplicity": 1, "homo_ha": [-0.261, -0.261], "orbital_gap_ev": [6.2, 6.2], "lumo_ev": [-0.88, -0.88], "e_above_lowest_ev": 1.925}

(4)
{"formula": "C46H50BrIrN8O5S", "method": "ωB97M-V/def2-TZVPD", "species": ["Ir", "Br", "S", "O", "O", "O", "O", "O", "N", "N", "N", "N", "N", "N", "N", "N", "C", "C", "C", "C", "C", "C", "C", "C", "C", "C", "C", "C", "C", "C", "C", "C", "C", "C", "C", "C", "C", "C", "C", "C", "C", "C", "C", "C", "C", "C", "C", "C", "C", "C", "C", "C", "C", "C", "C", "C", "C", "C", "C", "C", "C", "C", "H", "H", "H", "H", "H", "H", "H", "H", "H", "H", "H", "H", "H", "H", "H", "H", "H", "H", "H", "H", "H", "H", "H", "H", "H", "H", "H", "H", "H", "H", "H", "H", "H", "H", "H", "H", "H", "H", "H", "H", "H", "H", "H", "H", "H", "H", "H", "H", "H", "H"], "positions_angstrom": [[-0.120, -0.029, 1.309], [0.535, 1.385, -0.662], [2.970, -0.474, -3.704], [-1.800, -0.301, 0.350], [0.671, -1.620, 0.393], [3.531, -1.494, -4.541], [-0.657, -2.172, -1.353], [2.145, 0.554, -4.273], [2.065, -1.119, -2.493], [-1.710, 1.382, 2.148], [-0.697, -1.197, 2.792], [-2.889, -0.366, 3.342], [1.502, 3.570, 3.907], [0.737, 1.802, 2.851], [1.895, -0.402, 2.054], [1.302, -2.492, 3.123], [-3.187, -3.147, 4.626], [-3.859, 1.756, 3.103], [-3.105, -0.341, -1.648], [5.570, -0.320, -2.887], [4.089, 1.387, -2.046], [4.559, -1.164, 2.276], [1.520, -3.127, -1.182], [1.215, 3.019, 2.712], [6.618, 0.262, -2.191], [-2.178, 0.675, -3.698], [7.571, 2.020, -0.665], [2.891, 0.380, 1.601], [-1.075, 1.110, -2.980], [-0.654, -4.419, 4.520], [-2.265, 0.980, -5.193], [5.148, 1.963, -1.365], [0.044, -2.281, 3.217], [-3.897, 3.032, 2.599], [-1.766, 2.624, 1.641], [-2.984, -4.398, 5.198], [2.209, -1.584, 2.621], [-3.167, -0.014, -3.000], [-2.825, 3.476, 1.830], [-2.763, 0.919, 2.843], [1.182, 2.642, 4.866], [-0.997, 0.472, -5.893], [4.218, 0.050, 1.680], [-2.110, -2.566, 3.988], [-0.874, -3.188, 3.935], [-5.343, -1.489, -1.953], [-4.853, -0.261, 0.136], [3.552, -1.967, 2.750], [4.306, 0.243, -2.800], [2.000, 4.919, 4.142], [2.638, -2.223, -1.706], [-3.474, 0.312, -5.849], [0.716, 1.551, 4.199], [-1.977, -1.258, 3.314], [6.425, 1.404, -1.420], [-3.706, -2.443, -0.367], [-1.960, 0.070, -0.936], [-4.228, -1.129, -0.968], [-1.738, -5.023, 5.147], [-2.380, 2.500, -5.380], [-1.024, 0.815, -1.635], [0.362, -2.269, -0.724], [-0.257, 1.637, -3.453], [7.791, 1.448, 0.240], [0.319, -4.888, 4.484], [-0.917, 2.935, 1.051], [-4.134, -0.047, 0.921], [2.596, 1.315, 1.149], [-2.939, -2.274, 0.386], [-4.982, -2.129, -2.762], [-3.264, 2.890, -4.870], [2.818, 4.888, 4.858], [3.744, -2.917, 3.226], [1.116, -1.270, -2.833], [-4.666, 1.340, 3.687], [3.330, -2.814, -2.310], [-1.504, 3.015, -4.982], [-3.451, 0.505, -6.922], [-1.616, -5.995, 5.607], [1.900, -3.722, -0.352], [-0.088, 0.929, -5.503], [-5.219, 0.684, -0.272], [-5.812, -0.605, -2.389], [8.479, 2.028, -1.269], [2.368, 5.328, 3.205], [-3.279, -3.080, -1.143], [-2.461, 2.744, -6.441], [-6.116, -2.041, -1.417], [-0.896, -0.609, -5.777], [7.609, -0.171, -2.262], [0.368, 0.612, 4.596], [-4.145, -2.646, 4.670], [1.315, 2.836, 5.916], [1.205, 5.557, 4.524], [7.349, 3.044, -0.370], [-4.749, 3.672, 2.784], [-3.805, -4.897, 5.696], [5.720, -1.199, -3.499], [-2.810, 4.458, 1.379], [-3.464, -0.770, -5.704], [-1.050, 0.695, -6.961], [4.959, 0.718, 1.266], [3.192, -1.793, -0.869], [-4.419, 0.705, -5.466], [1.365, 3.544, 1.781], [-4.539, -2.975, 0.098], [3.107, 1.838, -2.031], [-4.029, -0.345, -3.555], [5.593, -1.470, 2.360], [4.992, 2.875, -0.800], [-5.697, -0.788, 0.587], [1.153, -3.790, -1.963]], "atomic_forces_ev_per_a": [[-0.618, -0.073, -0.193], [-0.063, -0.057, -0.164], [0.015, -0.054, 0.038], [0.335, 0.010, 0.035], [0.027, -0.065, -0.139], [0.003, 0.012, -0.006], [-0.252, -0.066, -0.245], [0.003, 0.058, 0.036], [0.009, -0.088, -0.029], [0.162, -0.148, -0.216], [0.029, -0.138, 0.236], [-0.018, 0.088, -0.051], [0.004, 0.046, 0.045], [0.280, 0.319, 0.176], [-0.053, -0.029, 0.067], [0.105, 0.005, 0.015], [-0.016, -0.011, 0.012], [0.018, 0.029, -0.015], [0.045, 0.031, -0.076], [-0.018, -0.029, 0.070], [0.011, 0.015, -0.045], [-0.016, 0.012, -0.008], [0.100, -0.003, 0.032], [-0.028, 0.004, 0.072], [0.017, -0.037, -0.011], [0.036, 0.073, -0.119], [-0.010, 0.003, -0.009], [-0.013, 0.089, -0.080], [0.072, 0.045, 0.121], [0.006, -0.011, 0.010], [-0.003, -0.015, 0.014], [0.009, 0.014, 0.013], [-0.239, -0.006, 0.020], [-0.015, -0.012, 0.019], [0.077, 0.030, 0.008], [0.014, -0.006, -0.001], [-0.029, -0.033, 0.001], [-0.091, -0.114, 0.092], [-0.015, -0.009, 0.015], [0.038, -0.114, 0.030], [0.029, 0.045, 0.001], [0.021, -0.027, -0.006], [0.024, -0.066, 0.021], [-0.021, 0.053, -0.013], [0.052, 0.003, -0.032], [-0.014, -0.004, -0.006], [0.003, -0.007, -0.027], [0.014, 0.032, 0.013], [0.007, 0.065, -0.013], [-0.013, -0.056, -0.001], [-0.034, -0.022, -0.029], [-0.027, 0.011, 0.028], [-0.055, -0.009, -0.050], [0.063, -0.034, -0.013], [0.008, 0.022, 0.020], [0.011, -0.011, 0.001], [-0.162, -0.047, 0.106], [-0.046, 0.006, 0.033], [-0.018, 0.005, -0.001], [0.027, 0.009, 0.000], [0.083, 0.103, -0.131], [0.155, 0.185, 0.340], [-0.011, 0.009, 0.005], [-0.001, 0.002, -0.003], [-0.007, 0.004, -0.001], [-0.032, -0.016, 0.037], [0.027, 0.001, 0.028], [0.012, -0.036, 0.024], [-0.018, -0.005, -0.007], [0.000, 0.002, 0.008], [-0.002, -0.008, -0.011], [0.007, 0.002, 0.000], [0.004, -0.001, 0.001], [0.028, -0.015, 0.009], [0.004, -0.001, -0.001], [-0.002, -0.012, -0.011], [-0.009, -0.002, -0.014], [-0.007, 0.002, 0.005], [-0.002, 0.006, -0.002], [0.012, -0.018, -0.017], [-0.012, 0.018, -0.002], [-0.003, -0.014, -0.003], [0.004, -0.002, 0.009], [-0.005, -0.002, 0.001], [-0.005, 0.000, -0.005], [-0.005, 0.008, -0.001], [0.007, -0.004, 0.015], [0.003, 0.000, -0.009], [-0.023, 0.003, -0.011], [-0.006, 0.002, 0.001], [0.005, 0.005, -0.001], [0.006, -0.001, -0.001], [0.005, 0.003, -0.007], [-0.004, 0.002, 0.006], [-0.002, -0.008, -0.001], [0.002, -0.009, -0.002], [0.006, 0.002, -0.001], [0.006, 0.012, -0.011], [0.000, -0.004, 0.001], [0.008, 0.004, -0.019], [0.001, -0.007, 0.010], [0.016, 0.010, -0.007], [-0.020, 0.025, -0.007], [0.010, -0.008, 0.013], [0.008, -0.006, 0.012], [0.010, -0.005, -0.011], [-0.030, 0.015, -0.011], [-0.011, 0.002, 0.011], [-0.003, 0.003, 0.003], [-0.003, -0.011, -0.004], [0.017, 0.008, -0.005], [-0.005, 0.021, -0.023]], "spin_multiplicity": 2, "s_squared": 0.76, "homo_ha": [-0.380, -0.377], "orbital_gap_ev": [7.0, 5.7], "charge": 1, "lumo_ev": [-3.30, -4.53], "e_above_lowest_ev": 2.874}

Let's list max |F| in order: 5.129 1.686 4.143 0.651 eV/A.